The following is a quantum chemistry calculation of a cluster of 6 separate species, CH13O5S in total, from the Open Molecules 2025 dataset.

Atoms and positions in Å:
S (-0.8803, -0.0261, -0.2651)
O (-3.7436, -3.4921, 2.0825)
O (3.6105, 2.5168, -0.2968)
O (1.9073, 1.0444, 1.2342)
O (-1.4526, -3.2703, 0.4224)
O (0.5519, 3.6967, 0.1701)
C (-0.5639, -0.1569, -2.0431)
H (1.1704, 0.8541, 0.6180)
H (0.0252, 2.8874, 0.1479)
H (-1.1367, -0.9762, -2.4899)
H (-1.4392, -3.5432, -0.5002)
H (1.4757, 1.2158, 2.0775)
H (0.4804, -0.3829, -2.2807)
H (-2.9331, -3.5965, 1.5943)
H (-1.3094, -2.3025, 0.3669)
H (-3.7735, -2.5626, 2.3148)
H (1.4308, 3.4113, -0.1176)
H (3.3180, 1.9661, 0.4488)
H (4.0967, 1.9594, -0.9087)
H (-0.8345, 0.7576, -2.5752)

Values from the calculation:
**Orbital gap**: 7.12 eV
**Net charge**: -1
**E_LUMO**: 0.1261 Ha
**Energy**: -22323.0249 eV
**HOMO energy**: -3.690 eV
**Relative energy (zero: lowest compared OMol25 entry of this formula, charge and spin)**: 0.390 eV

The following is a quantum chemistry calculation of a structure of composition CH14BaO10, from the Open Molecules 2025 dataset.

Atoms and positions in Å:
Ba (0.1996, -0.2097, -0.1150)
O (-1.8803, -0.5719, -1.7359)
O (-1.0397, 2.0914, -1.1795)
O (-1.9864, -1.9083, -3.5319)
O (-1.5872, -2.0780, 0.9338)
O (0.4343, -0.4546, 2.8103)
O (-0.0262, -1.5698, -2.5149)
O (1.6317, 2.0691, 0.8521)
O (1.8128, 0.9097, -1.9890)
O (-1.6184, 1.0996, 1.4977)
O (2.2059, -1.9253, 0.2036)
C (-1.2929, -1.3328, -2.6305)
H (0.7243, -1.0385, 3.5229)
H (2.4375, 0.1787, -2.0660)
H (-2.4840, -2.2497, 0.6095)
H (-0.8719, 2.7462, -1.8642)
H (-1.6945, 2.0636, 1.4984)
H (3.0901, -1.8654, -0.1812)
H (-1.3800, 1.2975, -1.6657)
H (-2.3133, 0.7923, 2.0939)
H (2.1495, 2.8290, 0.5627)
H (2.3597, -2.0175, 1.1516)
H (1.9249, 1.4130, -2.8023)
H (1.1807, 2.3655, 1.6534)
H (-0.4347, -0.1362, 3.0848)
H (-1.5415, -2.4980, 1.8012)

Values from the calculation:
**Orbital gap**: 4.17 eV
**E_LUMO**: -0.0380 Ha
**Energy**: -22435.2024 eV
**HOMO energy**: -5.202 eV
**Relative energy (zero: lowest compared OMol25 entry of this formula, charge and spin)**: 0.063 eV

The following is a quantum chemistry calculation of a structure of composition CH14LiO10, from the Open Molecules 2025 dataset.

Atoms and positions in Å:
O (-0.1206, -0.4992, -1.2618)
O (-0.8129, -2.8796, -1.3283)
O (-1.5739, 0.7676, -0.0274)
O (2.1910, -1.1638, -2.3954)
O (-0.5749, -1.3491, 1.5568)
O (0.5178, 1.1969, 2.2672)
O (-2.0263, 0.3053, -2.1568)
O (2.3219, -0.8640, 0.4885)
O (-2.3587, 2.4728, 1.6457)
O (1.5184, 2.3663, -0.2444)
C (-1.2319, 0.1030, -1.2050)
Li (0.3915, 0.3165, 0.3820)
H (-0.3647, 1.2679, 2.6761)
H (1.6489, 2.3339, -1.1842)
H (-1.2919, -0.7622, 1.2996)
H (-0.8112, -1.4940, 2.5248)
H (2.6560, -1.0522, -0.3845)
H (1.8423, -1.6816, 0.6360)
H (1.3062, -0.9775, -2.0400)
H (0.9247, 0.4956, 2.7915)
H (2.0177, -1.7821, -3.0989)
H (-0.5030, -1.9958, -1.1819)
H (0.7245, 2.8423, 0.0443)
H (-1.1841, -2.8117, -2.2061)
H (-2.0207, 1.9127, 0.8845)
H (-3.1862, 2.9320, 1.5178)

Values from the calculation:
**Orbital gap**: 6.79 eV
**Net charge**: -1
**E_LUMO**: 0.0936 Ha
**Energy**: -21949.3576 eV
**HOMO energy**: -4.243 eV
**Relative energy (zero: lowest compared OMol25 entry of this formula, charge and spin)**: 0.000 eV

The following is a quantum chemistry calculation of a cluster of 6 separate species, CH14N2O5 in total, from the Open Molecules 2025 dataset.

Atoms and positions in Å:
O (0.5678, -0.1884, -3.0020)
O (-0.0053, 1.6790, -1.2326)
O (2.1292, 0.5129, 0.9982)
O (-0.2322, 0.3561, 2.6076)
O (-1.6738, 1.4384, 0.8219)
N (0.5611, -1.4304, -0.8057)
N (-0.7702, -1.8432, 0.9545)
C (-0.7917, -1.4686, -0.3088)
H (-0.6514, 1.5876, -0.4460)
H (0.8362, -1.5810, -1.7152)
H (-2.4715, 2.0419, 0.9891)
H (-1.6295, -2.2688, 1.3095)
H (0.3068, 0.3967, -2.2523)
H (2.7699, -0.0323, 1.4475)
H (-0.3797, -0.5171, 2.2408)
H (0.5484, 0.4833, -3.7505)
H (-0.2090, 2.6315, -1.5786)
H (1.1572, -1.8706, -0.0859)
H (-1.6559, -1.2532, -0.9386)
H (0.5297, 0.5544, 2.1868)
H (-1.2774, 1.1618, 1.7083)
H (2.0553, 0.0099, 0.1514)

Values from the calculation:
**Orbital gap (alpha / beta)**: 2.49 / 9.45 eV
**Net charge**: -1
**E_LUMO (alpha / beta)**: 0.1283 / 0.1224 Ha
**Expectation value of S²**: 0.75
**Multiplicity**: 2
**Energy**: -14480.3586 eV
**HOMO energy (alpha / beta)**: 1.005 / -6.118 eV
**Relative energy (zero: lowest compared OMol25 entry of this formula, charge and spin)**: 0.801 eV

The following is a quantum chemistry calculation of a cluster of 6 separate species, CH14NO5 in total, from the Open Molecules 2025 dataset.

Atoms and positions in Å:
O (1.4406, -3.8858, 0.1373)
O (-1.6816, 1.7782, 1.6499)
O (-0.8320, -0.8090, 1.2707)
O (-0.1290, 4.3253, -2.0719)
O (1.3280, 0.6134, 0.8642)
N (0.4723, -1.1085, -0.9298)
C (-0.5792, -1.5124, -1.5018)
H (-1.5198, -0.9597, -1.4286)
H (0.9912, -4.2875, 0.8872)
H (-0.6032, 4.5382, -1.2762)
H (-0.5807, -2.4732, -2.0146)
H (-0.4709, -1.5702, 1.7146)
H (1.3547, -1.5970, -0.8602)
H (-1.5969, -0.2984, 1.5701)
H (0.5600, 0.8492, 1.3963)
H (-2.6418, 1.9002, 1.5668)
H (-1.2753, 2.6318, 1.4742)
H (-0.1316, 4.8942, -2.8344)
H (2.3239, -4.2768, 0.1692)
H (2.0316, 1.2591, 1.0215)
H (0.4604, -0.1635, -0.4927)

Values from the calculation:
**Orbital gap**: 10.07 eV
**Net charge**: +1
**E_LUMO**: -0.1445 Ha
**Energy**: -12984.6813 eV
**HOMO energy**: -14.005 eV
**Relative energy (zero: lowest compared OMol25 entry of this formula, charge and spin)**: 1.297 eV

The following is a quantum chemistry calculation of a cluster of 6 separate species, CH14O6 in total, from the Open Molecules 2025 dataset.

Atoms and positions in Å:
O (-20.2108, -9.4674, -27.3020)
O (-24.1797, -11.4059, -25.8117)
O (-20.3589, -9.8096, -22.1317)
O (-22.5054, -9.0232, -24.8278)
O (-22.5626, -6.5877, -26.2970)
O (-22.8316, -8.1528, -22.1591)
C (-24.4676, -11.3140, -27.1809)
H (-24.3190, -12.2334, -27.7473)
H (-22.4587, -7.2738, -22.0915)
H (-21.6376, -9.2149, -24.4721)
H (-22.3845, -7.5035, -26.0826)
H (-25.3928, -10.7668, -27.3618)
H (-23.7426, -10.5898, -25.5578)
H (-23.6591, -10.7119, -27.5956)
H (-22.0773, -8.7389, -22.0974)
H (-22.2566, -6.4884, -27.1985)
H (-22.9848, -8.6359, -24.0954)
H (-19.6309, -10.4223, -22.2366)
H (-20.4830, -9.7443, -21.1848)
H (-20.5005, -10.0068, -28.0378)
H (-20.9786, -8.9448, -27.0706)

Values from the calculation:
**Orbital gap**: 10.11 eV
**E_LUMO**: 0.0058 Ha
**Structure (SMILES)**: CO.O.O.O.O.O
**Energy**: -13548.7462 eV
**HOMO energy**: -9.953 eV
**Relative energy (zero: lowest compared OMol25 entry of this formula, charge and spin)**: 0.915 eV

The following is a quantum chemistry calculation of a cluster of 8 separate species, CH15O10 in total, from the Open Molecules 2025 dataset.

Atoms and positions in Å:
O (-2.0620, -0.5698, 1.0101)
O (-1.9380, 2.1992, -0.2979)
O (0.4640, -1.7048, 1.4521)
O (0.1400, 1.0292, 1.5351)
O (-2.2750, -0.9478, -2.7569)
O (-0.7700, -2.1668, -1.6449)
O (0.9500, 1.8002, -0.9669)
O (2.8210, 0.4772, 1.6841)
O (-0.9140, 0.0862, -1.3739)
O (1.6310, -1.0888, -1.1989)
C (-1.3010, -1.0928, -1.9219)
H (-0.7520, 0.6072, 1.4861)
H (0.4240, 1.1932, -1.4409)
H (-1.6210, 2.8922, -0.8679)
H (0.8730, 0.3242, 1.6471)
H (3.4440, 0.5202, 0.9491)
H (1.1940, -2.2268, 1.7041)
H (0.3090, 1.3862, 0.5971)
H (1.3420, -0.7888, -0.3969)
H (-1.8320, -0.5518, 0.0581)
H (-1.6640, 1.3662, -0.7119)
H (-2.6830, -1.2558, 1.1551)
H (0.8060, -1.5358, -1.3839)
H (-0.1870, -2.2178, 0.9761)
H (2.9040, -0.3978, 2.0301)
H (0.6960, 2.6642, -1.3209)

Values from the calculation:
**Orbital gap**: 5.19 eV
**Net charge**: -1
**E_LUMO**: 0.0860 Ha
**Energy**: -21756.2250 eV
**HOMO energy**: -2.851 eV
**Relative energy (zero: lowest compared OMol25 entry of this formula, charge and spin)**: 2.394 eV

The following is a quantum chemistry calculation of a structure of composition CH15O10Sn, from the Open Molecules 2025 dataset.

Atoms and positions in Å:
Sn (-0.0847, 0.0615, 0.0221)
O (-0.6967, 0.7265, -2.4069)
O (-2.3787, -1.7025, -0.2169)
O (2.1903, 0.5685, -1.5109)
O (-0.0287, -1.9715, 1.7141)
O (2.1423, -0.0115, 1.2381)
O (0.3203, -2.1815, -1.4309)
O (-1.7957, 0.3265, 2.0331)
O (0.0743, 2.8655, -0.4429)
O (0.4583, 4.3165, 1.1961)
O (0.1703, 2.2005, 1.6001)
C (0.1743, 3.1475, 0.8591)
H (-1.0627, 0.3215, 2.6481)
H (-2.8377, -1.9615, 0.5721)
H (-0.1647, -2.3985, -2.2349)
H (-0.3027, -2.3445, 2.5231)
H (2.8353, 0.6595, 1.0091)
H (-2.9277, -2.0535, -0.9039)
H (0.1633, 3.6755, -0.8939)
H (-0.1837, -2.6975, 1.1021)
H (0.6653, -3.0255, -1.0929)
H (-2.4707, -0.4185, 2.2031)
H (-0.2387, 1.5215, -2.7289)
H (2.0723, 0.4525, -2.4489)
H (2.7473, -0.1365, -1.2359)
H (-1.4787, 0.6725, -2.9549)
H (2.6383, -0.6135, 1.7831)

Values from the calculation:
**Orbital gap**: 7.21 eV
**Net charge**: +1
**E_LUMO**: -0.1325 Ha
**Energy**: -27581.0329 eV
**HOMO energy**: -10.818 eV
**Relative energy (zero: lowest compared OMol25 entry of this formula, charge and spin)**: 0.688 eV

The following is a quantum chemistry calculation of a cluster of 7 separate species, CH16O6 in total, from the Open Molecules 2025 dataset.

Atoms and positions in Å:
O (0.6841, -0.7240, 3.5545)
O (5.6198, 0.4680, -1.1481)
O (0.2182, -0.7619, -2.6796)
O (-3.1234, -0.5765, 2.1889)
O (1.5142, -0.7217, -0.4711)
O (-2.5679, -0.3547, -1.8656)
C (-2.3517, 2.6464, 0.5248)
H (-2.9283, 1.7236, 0.4803)
H (-3.5358, -0.9477, 1.3984)
H (0.0754, -1.4678, 3.4746)
H (-3.3715, -0.1110, -2.3346)
H (6.2324, 0.1401, -1.8142)
H (-2.9933, 3.3585, 0.0200)
H (1.3814, -0.2654, 0.3683)
H (0.4496, -0.3800, 4.4235)
H (1.0369, -1.5532, -0.3713)
H (0.7110, -0.3958, -1.9682)
H (-1.9085, -0.3343, -2.5714)
H (-2.1142, 2.8971, 1.5646)
H (-1.3220, 2.5039, 0.2002)
H (0.7110, -0.8563, -3.4931)
H (5.9558, 1.3466, -0.9440)
H (-2.7604, 0.2234, 1.8009)

Values from the calculation:
**Orbital gap**: 11.66 eV
**E_LUMO**: 0.0230 Ha
**Structure (SMILES)**: C.O.O.O.O.O.O
**Energy**: -13581.2606 eV
**HOMO energy**: -11.037 eV
**Relative energy (zero: lowest compared OMol25 entry of this formula, charge and spin)**: 1.355 eV

The following is a quantum chemistry calculation of a structure of composition CH18AsBeF6O8, from the Open Molecules 2025 dataset.

Atoms and positions in Å:
As (-1.6633, 0.5648, 3.0664)
F (-2.7602, -0.4948, 2.2310)
F (-2.8508, 1.0139, 4.2157)
F (-0.5302, 1.6064, 3.8333)
F (-2.1677, 1.8902, 2.0421)
F (-0.4277, 0.1998, 1.8229)
F (-1.1669, -0.7630, 4.0397)
O (2.6082, -0.0071, -1.3646)
O (0.7386, -2.1029, -1.4980)
O (1.5432, -2.0358, 1.1234)
O (2.2767, 0.5419, 1.3631)
O (-1.5446, -1.9486, 0.5186)
O (0.2184, 1.0785, -2.5146)
O (0.4817, 2.4239, 0.2500)
O (-1.5744, 0.6798, -0.5972)
C (-0.3854, 0.5254, -3.6991)
Be (0.4820, -0.2544, -0.3224)
H (-2.2752, 0.2234, -1.0738)
H (0.1286, -2.8177, -1.2831)
H (2.9420, -0.2110, -2.2442)
H (1.8928, -2.8347, 0.7166)
H (0.2586, 0.6547, -4.5727)
H (-2.4384, -1.6770, 0.7684)
H (0.9355, 3.2718, 0.2801)
H (1.0651, -2.3352, 1.9090)
H (-1.2333, 1.1668, -3.9570)
H (-0.3799, 2.5878, 0.6573)
H (1.2270, -2.3962, -2.2750)
H (-1.6128, -2.8907, 0.3312)
H (-1.8409, 1.6042, -0.5654)
H (2.1010, 0.1098, 2.2057)
H (2.8153, 1.3104, 1.5747)
H (0.4512, 1.9903, -2.7115)
H (-0.6578, -0.5049, -3.5103)
H (3.3434, -0.1699, -0.7601)

Values from the calculation:
**Orbital gap**: 10.00 eV
**Net charge**: +1
**E_LUMO**: -0.1608 Ha
**Energy**: -95250.5320 eV
**HOMO energy**: -14.380 eV
**Relative energy (zero: lowest compared OMol25 entry of this formula, charge and spin)**: 0.000 eV